Record 1
Below is C27H72AsF6O27S9 as an isolated structure at a distorted geometry, with properties calculated with ωB97M-V/def2-TZVPD.

Cartesian coordinates (Å):
As: -0.146 -0.980 0.107
F: 1.259 0.019 -0.139
F: -1.104 0.383 0.589
F: -1.526 -1.994 0.403
F: 0.708 -2.407 -0.374
F: 0.374 -1.101 1.755
F: -0.574 -0.819 -1.564
O: -2.325 -4.939 -5.981
S: -2.058 -4.216 -4.787
O: -2.913 -4.369 -3.653
O: -0.576 -4.548 -4.310
C: -0.110 -3.728 -3.211
C: 0.519 -4.780 -2.271
C: -1.874 -2.498 -5.207
H: -0.889 -3.241 -2.632
H: 0.728 -3.103 -3.510
H: -0.090 -5.685 -2.312
H: 0.452 -4.444 -1.239
H: 1.542 -5.063 -2.513
H: -2.881 -2.144 -5.413
H: -1.163 -2.342 -6.012
H: -1.500 -1.963 -4.336
O: 5.728 3.474 0.033
S: 4.359 3.677 0.395
O: 3.978 3.968 1.741
O: 3.789 4.919 -0.414
C: 3.928 4.841 -1.872
C: 3.180 6.052 -2.381
C: 3.346 2.303 -0.138
H: 3.417 3.918 -2.131
H: 4.988 4.877 -2.108
H: 3.577 6.919 -1.845
H: 2.118 6.019 -2.145
H: 3.392 6.228 -3.434
H: 3.815 1.543 0.492
H: 3.620 1.984 -1.144
H: 2.308 2.582 -0.037
O: 3.784 -2.394 5.063
S: 3.136 -1.278 4.453
O: 1.781 -0.924 4.741
O: 4.019 0.026 4.781
C: 4.613 0.213 6.066
C: 5.941 -0.490 6.208
C: 3.422 -1.282 2.701
H: 3.903 -0.184 6.805
H: 4.633 1.265 6.354
H: 6.324 -0.397 7.223
H: 6.669 -0.202 5.446
H: 5.803 -1.548 5.981
H: 3.277 -2.347 2.523
H: 4.443 -0.928 2.583
H: 2.774 -0.610 2.149
O: -1.298 2.690 -6.326
S: -1.460 3.622 -5.266
O: -2.657 4.393 -5.144
O: -1.184 2.883 -3.903
C: -1.599 3.515 -2.661
C: -0.711 2.857 -1.637
C: -0.093 4.750 -5.308
H: -2.640 3.236 -2.490
H: -1.581 4.603 -2.703
H: -0.668 3.254 -0.622
H: 0.333 2.904 -1.964
H: -1.004 1.812 -1.530
H: -0.184 5.254 -6.268
H: 0.835 4.215 -5.119
H: -0.193 5.521 -4.544
O: 0.079 6.433 0.029
S: 0.170 6.003 1.382
O: -0.816 6.397 2.330
O: 0.279 4.439 1.392
C: 0.190 3.712 2.635
C: 0.887 2.413 2.421
C: 1.747 6.475 2.039
H: -0.849 3.506 2.898
H: 0.600 4.298 3.459
H: 0.816 1.804 3.328
H: 1.962 2.455 2.251
H: 0.447 1.897 1.568
H: 1.791 5.950 2.992
H: 1.825 7.551 2.144
H: 2.562 6.082 1.434
O: -1.830 -7.883 -1.308
S: -3.003 -8.087 -0.523
O: -3.159 -9.215 0.343
O: -3.222 -6.760 0.336
C: -2.156 -6.452 1.272
C: -2.023 -4.939 1.264
C: -4.473 -7.970 -1.499
H: -1.230 -6.910 0.925
H: -2.434 -6.811 2.262
H: -1.138 -4.679 1.844
H: -2.955 -4.457 1.550
H: -1.795 -4.641 0.238
H: -4.866 -6.963 -1.574
H: -5.194 -8.691 -1.128
H: -4.204 -8.324 -2.496
O: -2.202 -2.183 5.723
S: -2.939 -1.458 4.736
O: -4.160 -1.986 4.227
O: -3.257 -0.010 5.362
C: -2.157 0.663 5.992
C: -2.743 1.709 6.907
C: -1.837 -1.011 3.392
H: -1.526 1.137 5.234
H: -1.548 -0.041 6.556
H: -1.961 2.269 7.418
H: -3.397 1.195 7.613
H: -3.355 2.444 6.383
H: -1.835 0.057 3.189
H: -2.142 -1.549 2.504
H: -0.877 -1.282 3.823
O: -5.868 -1.216 -1.817
S: -4.437 -1.223 -1.760
O: -3.678 -1.310 -2.961
O: -3.952 0.094 -1.022
C: -4.419 0.271 0.334
C: -4.189 1.713 0.736
C: -3.974 -2.546 -0.698
H: -3.792 -0.338 0.991
H: -5.461 -0.037 0.395
H: -4.150 1.830 1.819
H: -5.054 2.323 0.466
H: -3.283 2.073 0.253
H: -4.676 -2.632 0.133
H: -2.983 -2.451 -0.263
H: -4.073 -3.475 -1.259
O: 2.515 2.677 -3.883
S: 2.638 1.328 -4.325
O: 3.078 1.011 -5.648
O: 3.544 0.579 -3.234
C: 3.910 -0.801 -3.516
C: 3.170 -1.765 -2.611
C: 1.090 0.487 -4.078
H: 4.960 -0.913 -3.247
H: 3.793 -0.931 -4.591
H: 3.306 -2.818 -2.858
H: 2.099 -1.621 -2.482
H: 3.521 -1.593 -1.590
H: 1.278 -0.581 -4.157
H: 0.454 0.774 -4.914
H: 0.745 0.731 -3.078

Computed properties:
Net charge   -1
Strongest force on any atom   3.2 eV/Å
E_LUMO   1.800 eV

Record 2
Below is C27H72AsF6O27S9 as an isolated structure at a distorted geometry, with properties calculated with ωB97M-V/def2-TZVPD.

Cartesian coordinates (Å):
As: 0.683 1.000 -0.447
F: 0.073 1.741 0.992
F: -0.206 -0.479 -0.072
F: 1.237 0.259 -1.950
F: 1.474 2.501 -0.863
F: 2.149 0.412 0.297
F: -0.773 1.464 -1.323
O: 0.010 1.802 5.191
S: -0.833 0.628 5.272
O: -0.942 -0.086 6.502
O: -2.315 1.095 4.799
C: -3.269 0.028 4.563
C: -4.671 0.508 4.918
C: -0.324 -0.440 3.946
H: -3.042 -0.889 5.110
H: -3.203 -0.130 3.483
H: -5.406 0.005 4.292
H: -4.719 1.593 4.840
H: -4.972 0.299 5.947
H: 0.560 -1.006 4.224
H: -0.169 0.216 3.090
H: -1.146 -1.118 3.719
O: 7.332 1.900 4.527
S: 6.120 1.144 4.655
O: 5.050 1.578 5.506
O: 5.515 0.982 3.171
C: 4.181 0.507 3.008
C: 3.172 1.641 3.109
C: 6.504 -0.555 5.071
H: 3.943 -0.293 3.716
H: 4.013 0.036 2.042
H: 2.128 1.328 3.072
H: 3.360 2.397 2.344
H: 3.211 2.217 4.034
H: 5.703 -1.203 4.720
H: 6.565 -0.634 6.155
H: 7.458 -0.859 4.649
O: -1.446 -5.276 2.110
S: -0.346 -4.481 2.576
O: -0.271 -3.984 3.923
O: 1.024 -5.279 2.284
C: 0.957 -6.308 1.286
C: 2.385 -6.534 0.794
C: -0.169 -3.133 1.381
H: 0.371 -5.986 0.427
H: 0.601 -7.247 1.701
H: 3.094 -6.528 1.624
H: 2.723 -5.743 0.122
H: 2.467 -7.464 0.231
H: -1.120 -2.621 1.281
H: 0.200 -3.486 0.420
H: 0.613 -2.468 1.749
O: 3.086 2.956 -5.989
S: 2.103 1.948 -5.700
O: 1.343 1.319 -6.735
O: 2.824 0.837 -4.793
C: 4.203 0.499 -5.064
C: 4.377 -0.054 -6.467
C: 1.004 2.541 -4.397
H: 4.431 -0.257 -4.320
H: 4.803 1.406 -4.998
H: 3.936 0.552 -7.259
H: 4.043 -1.087 -6.557
H: 5.429 -0.025 -6.775
H: 0.611 1.572 -4.088
H: 0.231 3.152 -4.854
H: 1.551 3.041 -3.607
O: -3.334 4.727 0.249
S: -2.101 5.466 0.250
O: -2.145 6.847 -0.155
O: -1.366 5.416 1.694
C: -1.571 4.329 2.613
C: -0.893 4.671 3.923
C: -0.821 4.638 -0.693
H: -1.077 3.430 2.221
H: -2.620 4.042 2.721
H: 0.187 4.600 3.820
H: -1.263 3.983 4.678
H: -1.177 5.689 4.200
H: -1.006 3.575 -0.563
H: 0.150 4.974 -0.349
H: -0.898 4.845 -1.760
O: 5.830 -1.885 1.716
S: 5.015 -3.037 2.015
O: 4.094 -3.035 3.111
O: 4.276 -3.521 0.680
C: 3.537 -2.497 -0.031
C: 4.072 -2.428 -1.445
C: 6.178 -4.423 2.091
H: 3.672 -1.510 0.411
H: 2.464 -2.680 0.012
H: 3.722 -1.577 -2.028
H: 3.921 -3.359 -1.997
H: 5.161 -2.327 -1.433
H: 6.742 -4.371 3.019
H: 6.872 -4.436 1.256
H: 5.617 -5.357 2.059
O: -7.009 1.678 2.583
S: -5.837 2.148 1.880
O: -4.773 2.835 2.569
O: -5.160 0.850 1.160
C: -4.005 1.049 0.335
C: -3.274 -0.280 0.319
C: -6.377 3.069 0.424
H: -3.352 1.855 0.672
H: -4.291 1.325 -0.679
H: -3.924 -1.051 -0.098
H: -2.883 -0.611 1.277
H: -2.446 -0.145 -0.378
H: -6.940 3.931 0.778
H: -7.044 2.403 -0.116
H: -5.516 3.403 -0.147
O: -2.487 -3.820 -3.877
S: -1.477 -3.115 -3.137
O: -1.117 -3.538 -1.802
O: -0.138 -3.024 -4.043
C: 1.106 -2.796 -3.363
C: 2.183 -2.906 -4.429
C: -1.967 -1.366 -3.069
H: 1.290 -3.527 -2.574
H: 1.111 -1.816 -2.884
H: 3.113 -2.420 -4.136
H: 1.875 -2.332 -5.309
H: 2.399 -3.897 -4.825
H: -2.240 -1.041 -4.069
H: -1.112 -0.780 -2.737
H: -2.750 -1.268 -2.324
O: -6.218 -0.126 -3.758
S: -6.655 1.222 -3.523
O: -7.720 1.460 -2.594
O: -5.411 2.126 -3.058
C: -4.076 1.659 -3.340
C: -3.084 2.789 -3.150
C: -7.011 1.999 -5.118
H: -4.079 1.324 -4.382
H: -3.865 0.782 -2.732
H: -3.365 3.696 -3.681
H: -2.049 2.542 -3.398
H: -2.953 2.997 -2.085
H: -7.990 1.592 -5.349
H: -6.182 1.809 -5.792
H: -7.043 3.074 -4.949

Computed properties:
Net charge   -1
Strongest force on any atom   2.0 eV/Å
E_LUMO   1.525 eV